ORCA calculation (ωB97M-V/def2-TZVPD) on the molecule C6H12O.

Values from the calculation:
- E_HOMO (eV) = -9.3622
- ΔE to the lowest compared entry with this formula, charge and spin (eV) = 2.513
- orbital gap (eV) = 10.435
- LUMO energy (hartree) = 0.039
- SMILES string = CCO[C@H]1C[C@H]1C
- F_max (eV/Å) = 1.90

Geometry as ORCA input:
```
! RIJCOSX wB97M-V def2-TZVPD def2/J DEFGRID3
* xyz 0 1
C -1.7283 0.9288 -0.6267
C -0.4420 1.6731 -0.8650
O 0.8297 1.1644 -0.3081
C 0.6103 0.4159 0.8304
C -0.3998 -0.7855 0.9508
C 1.0789 -0.9886 0.9510
C 1.6296 -1.6167 -0.3055
H -2.1960 0.9673 0.3655
H -1.8348 -0.0611 -1.0793
H -2.2166 1.6694 -1.2852
H -0.6050 2.7010 -0.5013
H -0.2621 1.6683 -1.9441
H 0.5888 1.0129 1.7475
H -0.9355 -1.3604 0.1872
H -0.9475 -0.7809 1.8904
H 1.5291 -1.2941 1.8864
H 2.6804 -1.3500 -0.4426
H 1.5353 -2.7064 -0.2651
H 1.0854 -1.2574 -1.1865
*
```